[1]
Entry from OMol25: a structure of composition C44H52BN9O2S8Yb in a non-equilibrium geometry (ωB97M-V/def2-TZVPD).

Each line ends with the Löwdin charge.
Cartesian coordinates (Å):
Yb 0.4875 -0.4045 -1.0787  1.3531
C -2.7351 -4.0627 2.0020  -0.0635
C -3.3829 -2.7437 2.4660  -0.5499
C -4.5788 -3.0888 3.3800  -0.0687
C -4.0810 -2.1315 1.2267  -0.0536
N -2.4366 -1.8023 3.0894  -0.0079
C -2.6155 -1.3253 4.3618  -0.0974
C -1.5597 -0.5666 4.7035  -0.0962
N -0.5899 -0.6293 3.6535  0.0613
B 0.6001 0.4959 3.6215  -0.5727
N 1.7975 -0.3015 3.0755  0.0552
C 2.3340 -1.2964 3.8614  -0.0470
C 3.4038 -1.7924 3.2259  -0.0946
N 3.6568 -1.1378 2.0681  0.0127
C 2.6359 -0.2083 1.9490  -0.6488
S 2.5355 0.8627 0.6462  0.6635
C 4.9980 -1.2150 1.3552  -0.4943
C 5.5978 0.1829 1.3370  -0.0742
C 4.9148 -1.5620 -0.1902  -0.0117
C 5.8115 -2.2241 2.1401  -0.0483
N 0.3564 1.8577 2.9482  0.0253
C 1.4576 2.6684 2.7463  -0.1545
C 1.0200 3.9351 2.4522  -0.0257
N -0.4126 3.8694 2.4124  -0.0099
C -0.8100 2.5931 2.8290  -0.7022
S -2.3767 2.0699 2.8304  0.6764
C -1.3299 5.0158 2.1832  -0.5254
C -0.5494 6.3322 1.8818  -0.0521
C -2.1707 5.3470 3.4366  -0.0733
C -2.3371 4.6676 1.0448  -0.0757
C -1.2034 -1.4481 2.6282  -0.6333
S -0.4955 -1.9046 1.1783  0.6635
H -3.4562 -4.6381 1.4052  0.0849
H -2.4617 -4.6070 2.9571  0.1022
H -1.8428 -3.9014 1.3760  0.0110
H -5.3404 -3.6388 2.8697  0.0724
H -4.9835 -2.1258 3.6246  0.0763
H -4.3013 -3.7246 4.2431  0.0923
H -4.8211 -2.9482 0.8812  0.0962
H -3.3743 -2.0003 0.3540  0.0676
H -4.6983 -1.1933 1.3484  0.1038
H -3.3166 -1.8331 5.0341  0.1182
H -1.2698 -0.1712 5.6845  0.1226
H 0.7379 0.7976 4.7231  0.1067
H 1.8161 -1.4986 4.7480  0.1102
H 3.9714 -2.6709 3.5551  0.1235
H 5.0079 0.8944 0.8268  0.0017
H 6.6717 0.0214 0.9466  0.1209
H 5.5940 0.5075 2.3940  0.0955
H 3.9148 -1.2910 -0.5184  0.0397
H 5.2401 -2.5715 -0.4359  0.0800
H 5.5219 -0.8802 -0.6932  0.0530
H 5.7322 -2.0056 3.2088  0.0762
H 6.8527 -2.0496 1.8279  0.0961
H 5.5217 -3.2404 1.9536  0.0838
H 2.4705 2.3198 2.9182  0.0976
H 1.5572 4.7907 2.1103  0.0898
H -0.3888 6.9310 2.8283  0.0923
H -1.2130 7.0418 1.2886  0.0978
H 0.3682 6.2493 1.3338  0.0399
H -1.5426 5.4849 4.3201  0.0844
H -2.9983 4.6777 3.5972  0.0376
H -2.5820 6.3392 3.1627  0.0821
H -1.7668 4.3253 0.2206  0.0338
H -2.8524 5.5848 0.6598  0.0937
H -3.0059 3.8137 1.2215  0.0171
O 3.1355 -3.9179 -0.1094  -0.0114
C 3.2528 -4.5272 -1.3316  -0.2319
C 4.3353 -5.3891 -1.6143  -0.0385
C 4.4674 -5.9206 -2.8791  -0.1117
C 3.4854 -5.6925 -3.8581  -0.1249
C 2.4944 -4.7463 -3.6906  -0.0299
C 2.3669 -4.1445 -2.4121  -0.0995
C 1.2132 -3.3624 -1.9373  -0.4759
O 1.3387 -2.4436 -1.0281  -0.3674
N 0.1100 -3.6603 -2.6438  -0.0347
N -0.7739 -2.6523 -2.5472  -0.1062
C -1.9884 -3.0252 -3.0576  -0.9183
S -3.4391 -2.1609 -3.0371  0.9279
C -4.4771 -3.2315 -4.0365  -0.4913
C -3.6665 -4.4912 -4.4476  -0.5366
S -2.1882 -4.6935 -3.4888  0.9215
H 2.5957 -3.0563 -0.2643  0.0756
H 5.0150 -5.6670 -0.8363  0.0990
H 5.4643 -6.4038 -3.1613  0.1217
H 3.5358 -6.3602 -4.7416  0.1001
H 1.7145 -4.4743 -4.4801  0.1367
H -4.8883 -2.7845 -4.9404  0.0779
H -5.2775 -3.4571 -3.4027  0.0380
H -3.4921 -4.4028 -5.5155  0.0679
H -4.2594 -5.3949 -4.1995  0.0723
S 2.2141 -0.7988 -3.6268  0.5643
C 2.1937 0.8476 -3.3823  -1.1732
N 1.5233 1.5470 -2.4118  -0.1279
C 1.5149 2.9341 -2.6860  -0.3234
C 0.9086 3.8990 -1.9011  -0.0506
C 1.3147 5.2051 -2.1152  -0.0979
C 2.1494 5.6145 -3.2061  -0.0886
C 2.4979 4.6192 -4.1581  -0.0998
C 2.3296 3.2654 -3.7813  -0.5167
S 2.9943 1.8912 -4.5984  0.9733
H 0.1253 3.6394 -1.1535  0.0851
H 1.1395 5.9625 -1.3440  0.0905
H 2.3566 6.6528 -3.2532  0.0730
H 2.9713 4.8634 -5.1635  0.1146
S -1.9065 1.4251 -1.2537  0.4535
C -3.0263 2.0212 -2.4108  -0.7136
C -2.8473 3.3443 -2.9755  -0.1137
C -3.9407 4.0724 -3.4351  -0.1282
C -5.1593 3.4676 -3.5166  -0.1501
C -5.3777 2.2253 -2.9749  -0.1261
C -4.3364 1.4739 -2.4986  -0.1528
H -1.7934 3.6657 -3.1049  0.0933
H -3.7581 5.1007 -3.6648  0.0882
H -5.9877 3.9860 -4.0710  0.1068
H -6.3593 1.7707 -2.9379  0.0949
H -4.5195 0.5224 -2.1546  0.0338

Results
LUMO (spin up / spin down) in eV: 1.993 / 1.475
Multiplicity: 2
E_HOMO (spin up / spin down) in eV: -4.4 / -4.4
Expectation value of S²: 0.751
Orbital gap (spin up / spin down) in eV: 6.37 / 5.85
Total charge: -1



[2]
Entry from OMol25: a structure of composition C10H4N2O4Tl in a non-equilibrium geometry (ωB97M-V/def2-TZVPD).

Each line ends with the Löwdin charge.
Cartesian coordinates (Å):
Tl 0.1224 -1.0715 -0.0692  1.1300
O -0.9162 4.7135 -0.2323  0.0580
C -0.6562 3.6280 -0.4562  -0.0111
C 2.7986 -1.0865 -0.2463  0.0287
O 3.8945 -1.2885 0.0243  0.1970
C -2.3993 -2.1734 -0.2585  0.0214
O -3.3511 -2.6856 0.0646  0.2063
C 0.0342 -0.0053 -2.8347  0.0472
O 0.0769 0.1892 -3.9642  0.1682
N 0.0373 -3.0258 6.0374  0.3831
C 0.0394 -2.0317 5.4130  0.0111
C 0.1421 -0.8119 4.6404  -0.0893
C 0.1983 0.4401 5.2559  0.0967
C 0.3170 1.5774 4.4605  0.0854
C 0.3794 1.4491 3.0695  0.0299
N 0.2985 0.2472 2.4455  0.0453
C 0.2149 -0.8657 3.2224  -0.0144
H 0.1179 0.5301 6.3432  0.1739
H 0.3349 2.5663 4.9034  0.1594
H 0.4186 2.3575 2.4532  0.1552
H 0.2552 -1.8287 2.6918  0.1179

Results
LUMO (spin up / spin down) in eV: -16.731 / -16.044
E_HOMO (spin up / spin down) in eV: -21.3 / -21.3
Orbital gap (spin up / spin down) in eV: 4.60 / 5.28
Total charge: +3



[3]
Entry from OMol25: a structure of composition C8H24B2CaF8O4 in a non-equilibrium geometry (ωB97M-V/def2-TZVPD).

Each line ends with the Löwdin charge.
Cartesian coordinates (Å):
Ca -19.6055 14.3761 -3.7724  1.8985
B -16.1304 12.5891 -6.6639  -1.3794
F -15.2402 11.5760 -6.4370  0.1431
F -15.9362 13.6564 -5.7675  0.0494
F -16.0243 13.0448 -7.9429  0.1429
F -17.4346 12.2404 -6.3595  0.0754
B -22.9626 13.8487 -0.6702  -1.5149
F -22.4486 12.8077 -1.3633  0.1257
F -22.6030 14.9649 -1.3655  0.1052
F -24.3096 13.7246 -0.6876  0.1581
F -22.4632 13.9160 0.5791  0.1648
C -19.7365 17.6389 -9.3481  -0.0844
C -18.9625 18.1284 -8.1150  -0.2992
O -19.7261 17.7977 -6.9445  -0.1199
H -19.9297 16.5785 -9.5105  0.0799
H -19.1327 17.9834 -10.1877  0.0713
H -20.6217 18.2629 -9.4715  0.0689
H -18.7861 19.2021 -8.0499  0.1086
H -17.9466 17.7340 -8.1390  0.1118
H -20.5226 18.3288 -7.0163  0.0730
C -18.2720 18.1085 1.7447  -0.0930
C -17.4013 17.1717 0.9310  -0.3206
O -17.6717 17.2020 -0.4847  -0.0948
H -18.2346 19.1301 1.3664  0.0723
H -18.0606 18.1063 2.8140  0.0777
H -19.2968 17.7418 1.6880  0.0758
H -17.5682 16.1835 1.3596  0.1078
H -16.3521 17.3304 1.1804  0.1071
H -17.1407 17.9223 -0.8325  0.0756
C -25.8583 13.2341 -6.6939  -0.0740
C -24.7977 14.4258 -6.7091  -0.2463
O -23.5250 13.7119 -6.6871  -0.1431
H -25.8009 12.5863 -7.5686  0.0639
H -26.8808 13.6074 -6.6370  0.0643
H -25.6534 12.5915 -5.8377  0.0734
H -24.9023 15.0796 -5.8433  0.1042
H -24.7281 15.0222 -7.6188  0.0985
H -23.5644 13.1737 -7.4811  0.0658
C -17.6238 8.8989 0.2443  -0.1038
C -17.5653 9.5461 -1.1100  -0.3366
O -17.4278 10.9511 -1.0058  -0.0910
H -18.5084 9.2981 0.7405  0.0784
H -16.7732 9.1180 0.8897  0.0741
H -17.6897 7.8171 0.1283  0.0786
H -18.4624 9.2638 -1.6609  0.1163
H -16.6663 9.1186 -1.5540  0.1097
H -16.5736 11.1365 -0.6088  0.0809

Results
LUMO in eV: -4.834
E_HOMO in eV: -10.7
Orbital gap in eV: 5.87
Total charge: 0



[4]
Entry from OMol25: a cluster of 6 separate species, C5H21NO6 in total in a non-equilibrium geometry (ωB97M-V/def2-TZVPD).

Each line ends with the Löwdin charge.
Cartesian coordinates (Å):
C -2.4497 -1.3136 0.1020  -0.2511
O -3.2555 -0.7091 1.1005  -0.1343
C -1.1198 -0.5297 -0.1854  -0.1517
C -0.8464 0.5300 0.9062  -0.1782
C 0.5640 0.4821 1.3943  -0.3703
C 0.7947 -0.5176 2.2986  0.0031
N 1.4655 1.3152 0.6704  0.1217
H -2.1937 -2.2926 0.7028  0.1412
H -3.0553 -1.5065 -0.8953  0.1402
H -3.4851 0.2438 0.8904  0.1183
H -0.9758 -0.2959 -1.2831  0.1168
H -0.2725 -1.2597 -0.0998  0.0830
H -1.5622 0.3770 1.6892  0.1044
H -1.0606 1.4688 0.4453  0.0570
H 0.0534 -0.9498 2.9090  0.0440
H 1.6755 -1.0719 2.6093  0.0509
H 1.2319 1.8748 -0.1510  0.0716
H 2.3805 1.3885 1.1267  0.1105
H -2.0705 3.2588 1.4640  0.0618
H -1.6164 3.0251 0.0451  -0.0300
O -2.3650 3.2226 0.5381  -0.0329
H 1.9928 0.7942 -2.8362  0.1176
H 1.7279 -0.6089 -2.4518  0.0024
O 1.3327 0.0133 -3.1123  -0.1240
H 2.0312 -0.7907 -0.5468  -0.1031
H 2.4310 -2.1322 -0.6895  0.0673
O 2.5694 -1.2055 -1.0697  -0.0154
H 1.1349 -2.6042 1.1693  0.0699
H 1.6168 -3.7060 0.2906  0.0190
O 1.9750 -3.0076 0.7684  -0.0419
H 0.5921 1.4110 -2.4813  -0.0419
H 0.3609 2.7689 -3.1016  0.0724
O 0.3983 2.3275 -2.2164  -0.0981

Results
SMILES: C=C(N)CCCO.O.O.O.O.O
LUMO in eV: 0.341
E_HOMO in eV: -8.5
Orbital gap in eV: 8.85
Total charge: 0



[5]
Entry from OMol25: a structure of composition C10H21ClFeNO2P2S in a non-equilibrium geometry (ωB97M-V/def2-TZVPD).

Each line ends with the Löwdin charge.
Cartesian coordinates (Å):
C 0.3274 1.4014 -6.4449  -0.0684
C -0.1312 0.9637 -5.1286  -0.7613
H 0.3509 2.4795 -6.4358  0.0958
H -0.3612 1.0719 -7.2240  0.1078
H 1.3319 1.0281 -6.6486  0.1041
O -0.4601 1.6175 -4.1347  -0.0160
Cl -0.2097 -0.8573 -5.0061  0.5896
Fe 0.0109 0.0522 -0.1605  0.4824
P -2.2634 -0.1694 -0.3426  0.7352
C -3.3627 0.9407 0.6155  -0.2140
C -2.8005 0.0936 -2.0829  -0.2268
H -3.8683 -0.0909 -2.1773  0.0714
H -4.0000 -1.8911 -0.2071  0.0757
H -2.2210 -0.5738 -2.7072  0.0188
H -2.3904 -2.5729 -0.5234  0.0571
H -3.1071 1.9730 0.3822  0.0598
H -2.5346 1.1071 -2.3597  0.0448
C -2.9414 -1.8314 0.0520  -0.2234
H -4.4104 0.7574 0.3682  0.0794
H -2.8023 -2.0434 1.1126  0.0436
H -3.2042 0.7856 1.6832  0.0566
P 2.2994 -0.0203 0.1075  0.7240
C 3.1063 1.1480 1.2708  -0.2117
C 2.9849 -1.6443 0.6459  -0.2261
H 2.7522 -0.4236 -2.2074  0.0474
H 4.2222 0.1748 -1.3697  0.0673
H 2.8890 1.2981 -1.8052  0.0536
C 3.1505 0.2917 -1.4978  -0.2201
H 2.6053 -2.4128 -0.0236  0.0576
H 4.0740 -1.6320 0.5985  0.0747
H 4.1898 1.0303 1.2369  0.0786
H 2.7460 0.9736 2.2846  0.0536
H 2.6512 -1.8698 1.6597  0.0368
H 2.8405 2.1632 0.9838  0.0599
C -0.1801 1.4024 1.3410  -0.3424
O -0.2879 2.4167 1.9152  0.1785
S -0.0613 -0.7852 2.1299  0.8177
C -0.0880 -0.5705 3.8002  -0.5657
N -0.1163 -0.7413 4.9801  0.2039

Results
LUMO (spin up / spin down) in eV: -7.244 / -11.060
Multiplicity: 6
E_HOMO (spin up / spin down) in eV: -16.1 / -16.1
Expectation value of S²: 8.822
Orbital gap (spin up / spin down) in eV: 8.84 / 5.02
Total charge: +2



[6]
Entry from OMol25: the molecule C3H10BrP (ωB97M-V/def2-TZVPD).

Each line ends with the Löwdin charge.
Cartesian coordinates (Å):
C -0.4160 1.8188 0.1299  -0.1751
C -0.1955 0.5573 0.9494  -0.8480
Br 0.3791 1.0796 2.7625  0.6249
C 0.8015 -0.3976 0.3250  -0.4775
P -0.0409 -1.5476 -0.9829  0.6683
H 0.4136 2.5058 0.2726  0.0672
H -0.4500 1.5592 -0.9308  0.0635
H -1.3534 2.3074 0.3795  0.0751
H -1.1477 0.0623 1.1383  0.0653
H 1.5701 0.1860 -0.1896  0.0699
H 1.2771 -1.0150 1.0843  0.0482
H 1.1328 -1.5278 -1.7861  -0.0291
H -1.0938 -0.6053 -1.1660  -0.0242
H -0.1930 -2.5729 -0.0145  -0.0227
H -0.6838 -2.4102 -1.9715  -0.1060

Results
SMILES: C[C@H](Br)C[PH4]
LUMO in eV: 0.792
E_HOMO in eV: -8.5
Orbital gap in eV: 9.25
Total charge: 0



[7]
Entry from OMol25: a structure of composition C23H44As3NO4PdS in a non-equilibrium geometry (ωB97M-V/def2-TZVPD).

Each line ends with the Löwdin charge.
Cartesian coordinates (Å):
Pd 0.1134 -1.1927 1.5120  0.6938
C 3.7431 3.1242 -0.4014  -0.3823
As 2.2327 2.1522 0.5460  1.2342
C 2.8369 3.1160 2.2238  -0.4931
C 0.8618 3.0758 -0.6265  -0.3676
C -0.1023 4.2706 -0.3968  -0.6472
C 0.6216 5.4689 0.2164  -0.0646
C -1.3074 3.8900 0.4668  -0.3489
As -2.4195 2.3979 -0.2182  1.1580
C -3.6593 2.3535 1.3081  -0.3303
C -3.7139 3.4688 -1.3006  -0.3768
C -0.5552 4.6637 -1.8250  -0.3935
As -1.7643 6.1618 -2.3147  1.1068
C -2.6506 6.8466 -0.6966  -0.3517
C -0.4146 7.5991 -2.3924  -0.3661
H 3.6790 4.2071 -0.2519  0.0012
H 3.7043 2.9176 -1.4734  -0.0070
H 4.7081 2.7794 -0.0244  -0.0057
H 2.6268 4.1844 2.1402  0.0434
H 3.9193 3.0076 2.1033  0.0453
H 1.5469 2.4950 3.5938  0.0310
H 0.2584 2.2288 -0.9628  0.0227
H 1.4975 3.3541 -1.4735  0.0373
H 0.9795 5.2227 1.2052  0.0652
H -0.0451 6.3257 0.3166  0.0454
H 1.4754 5.7650 -0.4020  0.0833
H -1.9700 4.7502 0.6018  0.0469
H -0.9697 3.5658 1.4516  0.0649
H -3.7624 3.3564 1.7274  0.0179
H -3.2959 1.6802 2.0797  -0.0040
H -4.6314 2.0104 0.9468  0.0089
H -4.1693 4.2723 -0.7164  -0.0053
H -4.5042 2.7831 -1.6155  0.0030
H -3.2638 3.8900 -2.2015  -0.0458
H -0.9896 3.7826 -2.3069  0.0405
H 0.3368 4.9156 -2.4105  0.0579
H -3.4517 6.1809 -0.3854  -0.0124
H -3.0881 7.8066 -0.9793  0.0080
H -1.9677 6.9978 0.1353  0.0071
H 0.3145 7.3727 -3.1709  0.0079
H 0.1067 7.7085 -1.4429  0.0034
H -0.9051 8.5411 -2.6434  0.0022
O 2.5345 2.6067 3.4733  -0.1577
S -0.5151 0.8115 3.0398  0.4456
O -0.2171 2.0916 3.7884  -0.5579
O 0.5161 -0.2449 3.4505  -0.6018
O -0.1269 1.1092 1.5501  -0.7263
C -3.7124 -3.9455 1.8893  -0.0926
C -2.6750 -2.8138 2.0139  -0.3785
C -2.9694 -1.7886 0.9195  -0.1159
C -1.2708 -3.4185 2.0948  -0.1786
C -1.0176 -4.2109 3.2048  -0.0938
C 0.1751 -4.8938 3.3953  -0.1248
C 1.1690 -4.7721 2.4225  -0.0863
C 1.0098 -3.9950 1.2972  -0.1848
C 2.1626 -3.8920 0.3173  -0.3971
C 2.8508 -2.5233 0.3497  -0.0944
C 1.7622 -4.2531 -1.1166  -0.0938
C -0.2241 -3.2502 1.0999  -0.4546
N -0.4002 -2.4780 -0.0023  0.0163
H -4.7282 -3.5381 1.8975  0.0628
H -3.6289 -4.6743 2.6958  0.0554
H -3.5651 -4.4753 0.9443  0.0794
H -2.8385 -2.3094 2.9735  0.1320
H -2.8420 -2.2235 -0.0729  0.0648
H -2.3222 -0.9127 0.9792  0.0278
H -4.0069 -1.4543 1.0284  0.0678
H -1.7852 -4.2770 3.9710  0.1017
H 0.3360 -5.4928 4.2830  0.0745
H 2.1133 -5.2929 2.5599  0.0943
H 2.8950 -4.6356 0.6538  0.1127
H 2.1957 -1.7454 -0.0517  0.0481
H 3.7640 -2.5443 -0.2547  0.0647
H 3.1104 -2.2371 1.3702  0.0777
H 0.9796 -3.5780 -1.4640  0.0479
H 1.3767 -5.2749 -1.1687  0.0689
H 2.6254 -4.1727 -1.7844  0.0623

Results
LUMO (spin up / spin down) in eV: 4.321 / 4.321
Multiplicity: 3
E_HOMO (spin up / spin down) in eV: -0.3 / -1.3
Expectation value of S²: 2.034
Orbital gap (spin up / spin down) in eV: 4.58 / 5.61
Total charge: -2



[8]
Entry from OMol25: the ion C7H13N2O with charge +1 in a non-equilibrium geometry (ωB97M-V/def2-TZVPD).

Each line ends with the Löwdin charge.
Cartesian coordinates (Å):
C 1.6952 -3.1450 1.3904  0.0804
C 1.3681 -2.1844 0.5162  -0.1072
C 1.3505 0.4676 -0.2824  -0.2252
C 1.9679 -0.8226 0.6347  -0.2535
C -2.1574 2.0212 0.2960  0.0174
C -1.7826 0.1060 -1.0427  -0.0279
C 0.0876 1.2833 0.0503  0.1012
N 2.9824 -0.7514 1.4216  0.1503
N -1.1345 1.1128 -0.3144  -0.1523
O 1.2975 -0.0155 -1.6116  -0.0816
H 1.3362 -4.1094 1.2634  0.0532
H 2.2762 -3.0930 2.1941  0.0280
H 0.5425 -2.2166 -0.2240  0.1009
H 2.1690 1.1848 -0.3160  0.1345
H -2.6896 1.4756 1.2234  0.1656
H -1.6581 2.7817 0.8152  0.0699
H -2.9615 2.2558 -0.4378  0.1179
H -2.3612 -0.5979 -0.2652  0.1717
H -2.5278 0.5871 -1.6435  0.0897
H -1.0372 -0.5230 -1.6980  0.1428
H 0.4027 2.1860 0.5309  0.1490
H 3.4845 0.1193 1.6781  0.0854
H 2.2316 -0.1048 -2.0669  0.1898

Results
SMILES: [H]/N=C(/C=C)[C@@H](O)C=[N+](C)C
LUMO in eV: -4.878
E_HOMO in eV: -12.9
Orbital gap in eV: 7.99
Total charge: +1



| no. | molar mass (g/mol) |
| --- | --- |
| 1 | 1179.3 |
| 2 | 420.5 |
| 3 | 398.0 |
| 4 | 191.2 |
| 5 | 372.6 |
| 6 | 157.0 |
| 7 | 761.9 |
| 8 | 141.2 |